1.
DFT (ωB97M-V/def2-TZVPD) results for a structure of composition C22H41N3O10P2S.

Structure (XYZ):
```
79
Properties=species:S:1:pos:R:3:forces:R:3:mulliken_charge:R:1
C -0.93486 1.17664 0.09611 -2.0 -0.2 0.4 2.314
C -0.41006 2.25128 -0.81166 -0.7 1.1 -0.5 -0.902
C -1.07560 3.53741 -0.40709 -1.0 0.4 0.8 -1.243
S -2.83473 3.15252 0.17833 1.8 -0.2 -0.5 1.078
O -3.76295 3.39140 -0.93935 0.7 -0.1 1.4 -0.702
O -2.98417 3.80452 1.49061 -0.4 -0.9 -1.6 -0.681
C -2.46340 1.32741 0.29139 -1.1 0.9 -0.3 -0.634
H -0.47020 1.17473 1.08211 -0.4 0.9 -0.8 0.689
H -0.64248 0.20859 -0.31069 -1.3 0.9 0.1 -0.970
H -0.69662 2.05699 -1.84522 0.4 -0.1 -0.1 0.452
H 0.65445 2.44488 -0.67959 -0.1 -0.5 -0.5 -0.178
H -1.12613 4.31835 -1.16583 0.0 0.0 0.1 0.539
H -0.50767 3.84469 0.47105 -0.5 0.6 0.2 0.365
H -3.11795 0.80589 -0.40695 0.4 0.6 -0.6 0.010
H -2.85789 0.96811 1.24186 0.4 0.6 -0.4 0.675
C -1.17057 -2.15498 1.36515 -0.7 -0.5 -0.1 -0.397
O -0.82884 -1.69222 2.68197 0.3 0.5 0.8 -0.463
P -0.97913 -0.15614 3.19284 2.4 -1.9 1.2 0.829
O -2.17525 0.49464 2.71578 -0.1 0.2 1.7 -0.709
O 0.39432 0.55935 2.58456 -1.3 0.0 4.2 -0.309
C 1.69760 0.06449 2.99088 0.1 0.9 1.0 -0.845
O -0.79942 -0.35023 4.83482 -1.5 1.3 -3.2 -0.386
C 0.01694 -1.31129 5.40919 2.2 -0.5 0.3 -0.744
H -1.82212 -3.02789 1.40548 -0.5 0.4 0.7 0.313
H -0.32764 -2.58122 0.82119 0.4 0.7 0.3 0.312
H -1.65533 -1.34413 0.82143 0.0 -0.3 -0.2 0.065
H 2.41768 0.64571 2.41489 -0.1 -0.5 0.4 0.512
H 1.83233 -1.00236 2.81262 -0.2 0.1 -0.1 0.366
H 1.86939 0.33133 4.03365 -0.2 -0.3 0.2 0.212
H 0.75991 -1.69300 4.70892 -0.4 -0.5 -0.2 0.314
H -0.49720 -2.13232 5.90886 -0.3 0.2 -0.2 0.266
H 0.68281 -0.79033 6.09717 -0.4 0.0 0.6 0.345
C -1.11888 -0.65412 -2.40542 0.1 -0.3 -2.2 -2.306
O -2.30502 -0.77025 -1.67287 -2.6 -2.2 0.4 0.216
P -3.25063 -2.11381 -1.88842 -0.1 0.0 0.4 0.649
O -3.45052 -2.57971 -3.27873 0.5 0.6 1.1 -0.746
O -2.56420 -3.21225 -0.88257 -0.6 1.0 -0.8 -0.191
C -3.09395 -4.54444 -0.85125 -0.2 -0.9 -0.1 -0.942
O -4.64685 -1.80645 -1.12018 2.6 -0.6 1.1 -0.251
C -5.58904 -0.95974 -1.69328 -0.8 0.5 -2.5 -0.765
H -0.33973 -1.28331 -1.97514 -1.5 1.0 -1.2 0.430
H -0.79880 0.38442 -2.48957 -0.2 -0.1 0.7 0.119
H -1.29740 -0.91798 -3.44783 -0.2 -0.4 -0.2 0.597
H -3.96514 -4.67168 -1.49385 0.1 0.2 -0.1 0.339
H -3.36846 -4.90088 0.14158 -0.2 0.9 0.4 0.329
H -2.34425 -5.29006 -1.11603 0.3 0.4 -0.6 0.331
H -6.25336 -1.58062 -2.29434 -0.4 0.0 0.3 0.294
H -5.10525 -0.35726 -2.46209 0.0 0.5 0.2 0.310
H -6.16575 -0.30722 -1.03774 0.5 -0.4 0.5 0.286
N 1.97193 -0.44738 -1.49169 -1.5 0.8 4.5 -0.411
C 2.48009 0.62916 -0.87793 -0.4 0.1 0.6 -2.184
C 1.81470 0.74030 0.34924 2.5 1.4 -0.4 0.242
C 0.96911 -0.33106 0.49911 0.0 -2.7 -1.5 0.459
C 0.97079 -0.97075 -0.71074 2.7 -1.4 1.0 -0.472
H 2.22165 -0.89830 -2.36026 0.7 1.9 3.2 0.712
H 3.19086 1.23276 -1.42279 0.0 -0.2 0.4 0.012
H 1.97157 1.54428 1.05310 -0.1 -0.1 -0.5 0.398
H 0.31090 -0.60503 1.31035 1.2 0.0 -1.7 0.065
H 0.42889 -1.82865 -1.08054 1.0 -0.1 1.6 0.739
N 3.60616 -2.08113 -3.13014 -0.2 0.2 -0.1 0.146
C 2.67307 -2.91827 -2.66499 -0.8 -0.3 -0.3 -0.593
C 1.45188 -2.34818 -2.97017 -0.9 -3.4 0.1 -0.253
C 1.62431 -1.09926 -3.56240 -1.6 -2.1 -4.6 0.404
C 2.95771 -0.98177 -3.66054 4.4 0.4 -3.3 -1.037
H 4.58013 -2.30041 -2.97716 -0.1 0.8 -0.4 0.236
H 3.00771 -3.78113 -2.10831 -0.6 -0.1 -0.1 0.446
H 0.54697 -2.78396 -2.57313 0.0 -0.1 -0.7 0.821
H 0.82763 -0.40212 -3.77611 0.6 0.1 -0.2 0.383
H 3.62456 -0.18484 -3.95483 -0.5 0.3 -0.2 0.475
N 4.52283 3.76335 2.21856 -0.3 1.5 -0.4 0.035
C 3.24505 4.23425 2.09795 -0.5 -0.1 1.9 -0.974
C 2.71123 3.79760 0.94893 -0.4 0.1 -1.2 0.134
C 3.72662 3.12947 0.21159 1.9 1.7 0.8 -0.108
C 4.90282 3.28410 0.99418 -1.0 -1.4 -0.6 -1.099
H 5.07359 4.00554 3.02980 0.3 -0.2 -0.6 0.217
H 2.78747 4.82581 2.87710 0.0 -0.2 0.1 0.415
H 1.71290 4.02887 0.60799 0.1 -0.1 0.0 0.468
H 3.60280 2.88694 -0.83352 0.5 -0.1 0.4 0.708
H 5.95625 3.10235 0.84042 -0.2 -0.4 -0.3 0.425
```
Positions in Å, forces in eV/Å.

- Spin multiplicity: 1
- DFT total energy: -2860.23392 Eh
- HOMO-LUMO gap: 7.84 eV
- LUMO: 0.01177 Eh
- Charge: 0

2.
DFT (ωB97M-V/def2-TZVPD) results for a cluster of 2 separate species, C22H41NO6 in total.

Structure (XYZ):
```
70
Properties=species:S:1:pos:R:3:forces:R:3:mulliken_charge:R:1
C 2.14850 -2.45039 3.15592 0.2 -0.1 -1.0 -0.187
C 2.62977 -3.14621 2.26773 0.9 1.0 0.0 -1.507
C 3.47205 -3.74129 1.05634 -1.9 1.3 -0.1 2.088
C 3.90181 -2.59478 0.02728 0.4 1.3 -0.2 -0.765
C 3.64143 -1.10058 0.52086 -0.3 0.4 -1.0 -1.013
C 2.14098 -0.58105 0.23274 1.2 0.4 0.2 -0.337
C 1.86660 -0.44603 -1.32851 -0.4 1.4 0.8 -0.027
C 0.81697 0.76348 -1.51714 0.0 -0.6 0.1 -1.142
C 2.51040 -4.77168 0.32711 -1.1 -0.5 0.4 -1.056
C 1.18006 -4.10971 -0.27535 0.3 -0.2 -0.9 0.154
C -0.01315 -5.15665 -0.43843 0.5 0.1 0.6 -0.980
C -0.87089 -5.25709 0.92901 -0.5 0.8 -1.7 -0.398
C -2.40970 -4.90630 0.58819 1.4 -1.8 1.2 -0.643
O -2.59455 -3.51682 0.97883 -2.2 -0.3 -0.9 -0.193
C -3.95290 -3.18928 1.06437 -1.8 0.3 0.3 0.577
C -4.41711 -1.77244 0.48533 0.8 -0.6 0.6 -0.851
O -4.80637 -3.90132 1.58081 2.1 0.8 -1.1 -0.544
O 4.64794 -4.32391 1.67092 -0.1 -1.5 -1.2 -0.443
C 5.30404 -5.25209 0.84927 1.0 -0.6 -0.8 0.146
O 5.89898 -5.02044 -0.18269 -1.3 0.2 1.7 -0.442
H 1.70041 -1.67686 3.83828 0.7 -1.6 -1.0 0.374
H 3.37345 -2.68553 -0.98149 0.5 -0.2 1.5 0.258
H 5.01209 -2.64808 -0.22901 -1.5 -0.4 0.7 0.372
H 3.97774 -0.89201 1.58041 -0.5 -0.5 -1.1 0.357
H 4.29787 -0.43612 -0.14227 -0.8 -0.9 0.9 0.485
H 2.10899 0.48028 0.65751 -0.1 -1.3 -0.5 0.327
H 1.36921 -1.17359 0.80341 0.8 0.5 -0.8 0.119
H 1.46339 -1.38167 -1.81541 0.6 1.0 0.6 0.101
H 2.84927 -0.10800 -1.79722 -1.3 -0.8 0.3 0.214
H 0.06249 0.76901 -0.65952 0.9 -0.1 -1.2 0.242
H 0.25842 0.62596 -2.49224 0.6 0.5 1.1 0.372
H 1.33213 1.77253 -1.49381 -0.6 -1.3 -0.2 0.224
H 2.99365 -5.31076 -0.55668 -0.3 0.6 1.4 0.356
H 2.14327 -5.51570 1.11581 0.8 0.7 -1.1 0.351
H 0.78286 -3.24430 0.32919 0.7 -0.8 -0.6 -0.133
H 1.47827 -3.72174 -1.30883 -0.6 -0.3 1.4 0.264
H 0.40565 -6.17185 -0.70830 -0.4 1.1 0.2 0.340
H -0.67019 -4.83086 -1.30541 0.7 -0.3 1.1 0.441
H -0.49214 -4.43091 1.60031 -0.5 -1.2 -0.4 0.163
H -0.78597 -6.27276 1.40936 -0.1 1.2 -0.5 0.462
H -2.64700 -5.09530 -0.50504 0.3 0.6 1.2 0.376
H -3.03261 -5.62927 1.19509 0.3 1.3 -0.6 0.307
H -4.35667 -1.73679 -0.64377 0.2 -0.1 1.3 0.249
H -5.49433 -1.63508 0.80568 1.5 -0.1 -0.3 0.292
H -3.72900 -0.99190 0.94449 -1.0 -0.8 -0.8 0.260
H 5.32301 -6.33305 1.22647 -0.3 1.5 0.2 0.372
C -4.13726 5.13393 0.85640 -0.1 0.0 -0.3 -0.714
O -3.77342 6.07994 -0.13537 0.1 -0.1 0.5 -0.338
C -2.92523 7.11676 0.36064 0.1 0.3 -0.6 -0.801
C -1.52286 6.99316 -0.22679 -0.2 -0.4 0.3 -0.184
N -0.82418 5.82989 0.31659 0.0 0.1 -0.2 -0.332
C 0.41676 5.50290 -0.38910 -0.2 -0.2 0.1 -0.693
C 0.30686 5.08906 -1.86260 0.4 -0.1 0.1 -0.554
O -0.34432 3.84137 -2.06710 -0.1 0.4 -0.1 -0.327
C -1.75982 3.91643 -2.13008 0.1 -0.4 0.0 -0.638
H -4.89676 4.47631 0.42987 0.1 0.1 0.0 0.233
H -3.28060 4.52210 1.15002 0.0 0.0 0.2 0.302
H -4.56181 5.62781 1.73591 0.1 -0.1 0.0 0.339
H -2.90298 7.14439 1.45348 0.0 -0.2 0.0 0.402
H -3.35922 8.06251 0.01985 0.0 0.0 0.0 0.391
H -0.95271 7.89699 0.00944 0.0 0.0 0.0 0.388
H -1.62497 6.92372 -1.31523 -0.1 0.2 -0.1 0.172
H -1.43660 5.02297 0.26592 0.1 0.1 0.0 0.060
H 0.87567 4.67311 0.15715 0.1 0.0 -0.1 0.371
H 1.10422 6.35144 -0.30566 -0.1 0.0 -0.1 0.399
H 1.32759 4.95020 -2.23305 0.0 0.0 0.0 0.359
H -0.13503 5.86962 -2.49141 -0.2 0.0 0.1 0.376
H -2.10866 4.85587 -2.56617 0.0 0.0 0.1 0.323
H -2.19028 3.77383 -1.13635 -0.2 0.2 0.0 0.181
H -2.11352 3.09462 -2.75591 0.1 0.0 0.0 0.305
```
Positions in Å, forces in eV/Å.

- Spin multiplicity: 1
- DFT total energy: -1368.82953 Eh
- HOMO-LUMO gap: 9.27 eV
- LUMO: 0.01778 Eh
- Charge: 0
- Energy relative to the best compared isomer or geometry (same formula, charge and spin): 106.83 kcal/mol